Record 1
Below is a gas-phase ion, C5H10N (charge +1), with properties calculated with ωB97M-V with the def2-TZVPD basis set.

Properties
* charge: +1
* energy above the lowest of the compared OMol25 structures with the same formula, charge and spin: 2.1595 eV
* frontier orbital gap: 11.027 eV
* SMILES string: C=C[C@@H]1C[N@@H+]1C

Geometry (Å):
C -1.43402 0.05320 0.32948
C -0.32722 -0.75905 -0.07442
C -2.67079 -0.43021 -0.01803
C 0.87947 -0.98294 0.73622
C 1.51039 1.15900 -0.46139
N 1.05518 -0.20827 -0.47289
H -1.25001 1.09120 0.74158
H -0.77119 -1.48907 -0.74726
H -3.54202 0.13527 0.34785
H -2.67734 -1.33882 -0.58001
H 1.07130 -0.47639 1.62744
H 1.40309 -1.84537 0.52214
H 1.25711 1.72594 -1.43258
H 1.23601 1.78333 0.38198
H 2.56938 1.24074 -0.50485
H 1.54289 -0.71450 -1.19605

***

Record 2
Below is a gas-phase ion, C5H10N (charge +1), with properties calculated with ωB97M-V with the def2-TZVPD basis set.

Properties
* charge: +1
* energy above the lowest of the compared OMol25 structures with the same formula, charge and spin: 4.8210 eV
* frontier orbital gap (alpha / beta): 8.822 / 8.184 eV

Geometry (Å):
C -0.48033 0.63943 1.59584
C 0.92387 0.75685 1.10457
C 0.62873 -0.57965 0.34087
C -0.81109 -0.07825 0.29317
C -1.52469 0.37701 -0.85726
N 1.50279 -0.94847 -0.91876
H -0.61960 -0.11727 2.47670
H -1.07101 1.64357 1.80148
H 1.33897 1.65475 0.48298
H 0.61946 -1.43128 0.98532
H -0.95761 0.25928 -1.75966
H -2.01468 1.30970 -0.67629
H -2.29344 -0.37191 -0.97470
H 1.44657 -1.89932 -1.07454
H 2.44273 -0.69676 -1.18777
H 0.86932 -0.51768 -1.63195

***

Record 3
Below is a gas-phase ion, C5H10N (charge +1), with properties calculated with ωB97M-V with the def2-TZVPD basis set.

Properties
* charge: +1
* energy above the lowest of the compared OMol25 structures with the same formula, charge and spin: 4.1335 eV
* frontier orbital gap (alpha / beta): 9.055 / 6.238 eV

Geometry (Å):
C 0.96689 1.26600 0.03495
C -0.39257 1.12974 0.11872
C 1.88305 0.08413 -0.19390
C 1.42022 -1.22207 0.12509
C -2.46921 -0.30835 -0.09678
N -1.05719 -0.07519 0.14917
H 1.55515 2.12203 0.13034
H -1.07444 2.07805 0.10245
H 2.56314 -0.01570 -1.16010
H 2.76532 0.26904 0.48591
H 1.52095 -1.99511 -0.49281
H 1.16079 -1.38771 1.22237
H -2.59468 -1.34252 -0.03319
H -2.96436 0.32431 0.53223
H -2.70611 0.09001 -1.04139
H -0.57695 -1.01665 0.11692

***

Which of these has the highest energy above the lowest of the compared OMol25 structures with the same formula, charge and spin?
number 2

***

Among the records above, which one has the lowest energy above the lowest of the compared OMol25 structures with the same formula, charge and spin?
number 1

***

energy above the lowest of the compared OMol25 structures with the same formula, charge and spin of number 1 (C5H10N)?
2.1595 eV

***

What did the third record say?
Below is a gas-phase ion, C5H10N (charge +1), with properties calculated with ωB97M-V with the def2-TZVPD basis set.

Properties
* charge: +1
* energy above the lowest of the compared OMol25 structures with the same formula, charge and spin: 4.1335 eV
* frontier orbital gap (alpha / beta): 9.055 / 6.238 eV

Geometry (Å):
C 0.96689 1.26600 0.03495
C -0.39257 1.12974 0.11872
C 1.88305 0.08413 -0.19390
C 1.42022 -1.22207 0.12509
C -2.46921 -0.30835 -0.09678
N -1.05719 -0.07519 0.14917
H 1.55515 2.12203 0.13034
H -1.07444 2.07805 0.10245
H 2.56314 -0.01570 -1.16010
H 2.76532 0.26904 0.48591
H 1.52095 -1.99511 -0.49281
H 1.16079 -1.38771 1.22237
H -2.59468 -1.34252 -0.03319
H -2.96436 0.32431 0.53223
H -2.70611 0.09001 -1.04139
H -0.57695 -1.01665 0.11692